1.
The following is a quantum chemistry calculation of a cluster of 5 separate species, C29H49N3O8S in total, from the Open Molecules 2025 dataset.

Geometry as XYZ:
```
90
Properties=species:S:1:pos:R:3:forces:R:3
N 6.213 -0.773 3.351 -0.4 -0.4 -0.1
C 4.869 -0.969 2.798 0.4 0.5 0.0
C 4.435 0.123 1.765 -0.8 -0.7 0.8
C 3.093 0.709 2.154 0.4 -0.2 -0.8
C 2.016 0.566 1.314 -0.3 0.3 0.5
C 0.740 1.064 1.672 0.7 0.2 0.5
C 0.575 1.704 2.876 -0.7 0.3 0.0
C -0.809 2.202 3.266 0.3 -0.6 -0.2
C -1.885 1.107 3.080 0.2 0.7 0.2
C -1.514 -0.227 3.696 -0.6 -0.1 0.0
S -2.760 -1.508 3.342 0.1 -0.4 -0.1
C 1.681 1.897 3.753 -0.4 -0.2 -0.2
N 1.475 2.539 4.942 0.5 -0.2 -0.3
C 2.544 2.671 5.678 -0.3 0.1 0.4
C 3.810 2.168 5.314 0.4 -0.1 0.1
N 4.036 1.525 4.204 -0.3 0.2 -0.1
C 2.948 1.394 3.389 0.0 -0.2 -0.3
H 6.855 -0.700 2.572 0.2 0.1 0.1
H 6.194 0.107 3.852 0.2 0.1 -0.1
H 4.167 -0.976 3.625 -0.1 0.0 0.1
H 4.810 -1.958 2.347 0.1 -0.1 -0.1
H 4.308 -0.392 0.817 0.2 0.3 -0.4
H 5.187 0.905 1.703 0.2 0.0 -0.1
H 2.131 0.059 0.367 0.1 -0.1 -0.1
H -0.101 0.943 1.006 -0.1 -0.1 -0.1
H -0.818 2.543 4.295 0.2 0.1 0.1
H -1.035 3.049 2.619 -0.2 0.1 0.1
H -2.782 1.456 3.593 -0.2 0.0 -0.1
H -2.137 1.030 2.025 0.0 -0.4 -0.1
H -0.594 -0.649 3.301 0.1 0.0 -0.2
H -1.391 -0.145 4.773 0.0 0.1 0.1
H -3.901 -0.907 3.714 0.2 0.3 0.1
H 2.460 3.165 6.636 -0.1 0.1 0.0
H 4.631 2.307 6.005 0.1 0.0 0.0
C -1.428 3.558 -4.141 0.0 -0.2 -0.1
C -1.056 3.535 -2.674 0.0 0.2 -0.2
O -1.645 2.427 -1.989 -0.2 0.1 0.4
C -1.084 1.206 -1.941 0.2 -0.3 -0.3
C 0.056 0.877 -2.869 0.3 0.0 0.2
O -1.545 0.374 -1.204 -0.1 0.2 0.1
H -1.056 2.679 -4.665 0.0 0.0 0.0
H -1.018 4.447 -4.622 0.0 0.0 0.0
H -2.512 3.565 -4.253 0.0 0.1 0.0
H 0.024 3.553 -2.520 0.0 -0.1 0.0
H -1.455 4.420 -2.179 -0.1 -0.1 0.1
H -0.352 0.425 -3.787 0.2 0.4 0.5
H 0.698 0.156 -2.365 -0.1 -0.1 0.0
H 0.681 1.728 -3.133 -0.1 0.0 -0.2
C -3.093 -3.147 -7.028 0.0 0.0 0.2
C -2.191 -2.163 -7.741 -0.1 -0.3 -0.1
O -2.069 -0.933 -7.016 0.0 0.2 -0.2
C -1.177 -0.740 -6.039 0.0 -0.1 0.2
C -0.439 -1.922 -5.457 0.3 0.0 -0.3
O -1.036 0.371 -5.593 -0.2 -0.1 -0.5
H -2.688 -3.432 -6.055 0.1 0.0 0.0
H -3.224 -4.049 -7.625 0.0 0.0 0.0
H -4.070 -2.701 -6.849 0.0 0.0 -0.1
H -1.209 -2.584 -7.959 0.0 0.0 0.1
H -2.630 -1.890 -8.698 0.0 0.1 0.0
H -0.997 -2.297 -4.599 0.0 0.0 0.0
H 0.538 -1.584 -5.122 -0.1 0.1 0.1
H -0.274 -2.732 -6.163 -0.1 -0.1 0.1
C 6.642 1.386 9.859 -0.2 0.0 0.0
C 6.750 2.738 9.187 0.1 -0.2 0.2
O 5.562 3.068 8.459 0.1 0.1 -0.3
C 4.488 3.655 9.019 -0.1 -0.1 0.2
C 4.382 3.734 10.523 0.3 0.4 0.1
O 3.605 4.040 8.302 0.1 0.0 0.0
H 5.846 1.369 10.604 0.0 0.0 0.1
H 7.580 1.130 10.351 0.0 0.0 0.0
H 6.412 0.617 9.121 0.1 0.0 0.0
H 7.004 3.532 9.890 -0.1 0.0 0.0
H 7.543 2.717 8.442 -0.1 0.0 -0.1
H 3.840 2.860 10.883 0.0 0.0 0.0
H 3.819 4.628 10.775 -0.2 -0.1 -0.1
H 5.340 3.801 11.033 0.0 -0.2 0.0
C -6.924 -5.244 -6.335 0.0 -0.1 -0.1
C -6.903 -4.000 -7.198 -0.1 -0.2 0.2
O -6.233 -4.237 -8.439 0.2 0.3 0.0
C -6.840 -4.747 -9.530 -0.2 -0.3 0.0
C -8.210 -5.370 -9.390 -0.2 0.4 0.0
O -6.247 -4.754 -10.571 0.1 0.1 0.0
H -7.484 -6.051 -6.808 -0.1 0.0 0.0
H -7.379 -5.031 -5.368 0.0 0.0 0.0
H -5.909 -5.607 -6.173 0.0 0.1 0.0
H -7.901 -3.591 -7.359 0.0 -0.1 -0.1
H -6.327 -3.223 -6.698 0.1 0.0 -0.1
H -8.094 -6.437 -9.204 0.0 0.0 0.0
H -8.741 -5.231 -10.328 0.1 -0.1 -0.1
H -8.820 -4.931 -8.605 0.1 -0.1 0.1
```
Forces are in eV/Å.

**Kohn-Sham gap**: 8.4 eV
**Net charge**: 0
**E_HOMO**: -8.1459 eV
**Energy**: -2298.803750 hartree
**SMILES string**: NCCc1ccc(CCCS)c2nccnc12.CCOC(C)=O.CCOC(C)=O.CCOC(C)=O.CCOC(C)=O
**LUMO energy**: 0.25 eV

Calculated atomic charges, method Mulliken, unit e: -0.71, -0.64, -1.17, 1.31, -1.02, -0.90, 0.22, -0.91, -0.66, -0.45, -0.26, 0.36, -0.50, -0.36, -0.56, -0.20, 0.13, 0.25, 0.31, 0.35, 0.43, 0.24, 0.42, 0.39, 0.55, 0.37, 0.30, 0.56, 0.29, 0.20, 0.39, 0.10, 0.65, 0.54, -0.82, -0.40, -0.40, 0.93, -0.55, -0.61, 0.17, 0.36, 0.28, 0.34, 0.33, -0.15, 0.25, 0.35, -0.71, -0.61, -0.36, 0.78, -1.09, -0.61, 0.29, 0.40, 0.16, 0.37, 0.31, 0.26, 0.36, 0.39, -0.99, -0.43, -0.36, 0.80, -1.05, -0.57, 0.27, 0.37, 0.30, 0.36, 0.35, 0.27, 0.33, 0.33, -0.98, -0.41, -0.33, 0.72, -0.94, -0.56, 0.27, 0.38, 0.29, 0.37, 0.31, 0.26, 0.31, 0.32


2.
The following is a quantum chemistry calculation of a structure of composition C29H50As2ClIrO4S, from the Open Molecules 2025 dataset.

Geometry as XYZ:
```
88
Properties=species:S:1:pos:R:3:forces:R:3
Ir -0.991 -0.308 0.002 -1.0 0.2 0.1
C -0.510 2.507 1.912 0.0 0.0 0.1
O -1.450 1.526 1.456 0.0 -0.1 -0.1
C -2.768 2.094 1.407 0.0 0.0 -0.1
C -3.748 1.065 0.898 0.0 0.0 0.1
O -3.289 0.387 -0.273 0.0 0.0 -0.2
C -3.350 1.055 -1.534 0.0 0.1 0.0
C -2.180 1.986 -1.801 0.0 0.0 0.1
O -0.918 1.354 -1.476 0.0 0.0 0.0
C 0.163 2.295 -1.516 0.1 0.0 0.0
H -0.669 2.710 2.972 0.0 0.0 0.0
H 0.485 2.108 1.753 0.0 0.0 0.0
H -0.628 3.436 1.349 0.0 0.0 0.0
H -3.070 2.420 2.406 0.0 0.0 0.0
H -2.743 2.980 0.768 0.0 0.0 0.0
H -3.876 0.274 1.637 0.0 0.0 0.0
H -4.723 1.527 0.725 0.0 0.0 0.0
H -3.371 0.258 -2.274 0.0 0.0 0.0
H -4.279 1.624 -1.627 0.0 0.0 0.0
H -2.172 2.253 -2.860 0.0 0.0 0.0
H -2.251 2.908 -1.223 0.0 0.0 0.0
H 0.367 2.578 -2.550 0.0 0.0 0.0
H -0.088 3.189 -0.945 0.0 0.0 0.0
H 1.028 1.813 -1.065 0.0 0.0 0.0
C -1.239 -2.079 3.336 0.0 0.0 0.0
As -1.571 -2.101 1.436 0.0 -0.1 0.2
C -3.465 -2.530 1.410 0.0 0.0 0.1
C -0.753 -3.685 0.710 0.0 0.1 -0.1
C -0.376 -4.790 1.459 -0.1 -0.1 0.0
C 0.135 -5.911 0.813 0.0 0.0 0.0
C 0.253 -5.927 -0.569 0.0 0.0 0.0
C -0.121 -4.817 -1.320 0.0 0.0 0.0
C -0.615 -3.690 -0.678 0.0 0.1 0.0
As -1.083 -2.051 -1.611 0.3 -0.3 0.1
C 0.038 -2.120 -3.193 0.0 0.1 0.0
C -2.791 -2.425 -2.454 0.0 0.0 0.0
H -1.709 -2.964 3.763 0.0 0.0 0.0
H -1.700 -1.192 3.767 0.0 0.0 0.0
H -0.177 -2.086 3.564 0.0 0.0 0.0
H -3.564 -3.608 1.534 0.0 0.0 0.0
H -3.932 -2.215 0.481 0.0 0.0 0.0
H -3.960 -2.034 2.244 0.0 0.0 0.0
H -0.484 -4.798 2.537 0.0 0.0 0.0
H 0.431 -6.776 1.390 0.0 0.0 0.0
H 0.641 -6.805 -1.067 0.0 0.0 0.0
H -0.015 -4.851 -2.397 0.0 0.0 0.0
H -0.313 -2.960 -3.793 0.0 0.0 0.0
H 1.081 -2.289 -2.941 0.0 0.0 0.0
H -0.078 -1.212 -3.783 0.0 0.0 0.0
H -2.742 -3.451 -2.819 0.0 0.0 0.0
H -2.937 -1.758 -3.302 0.0 0.0 0.0
H -3.621 -2.330 -1.759 0.0 0.0 0.0
C 2.862 2.811 3.611 0.0 0.0 0.0
C 3.263 2.427 2.192 0.0 0.0 0.0
C 3.412 0.923 1.989 -0.1 0.0 0.0
S 1.896 -0.013 2.322 0.0 -0.2 0.0
O 1.248 -0.197 0.944 0.3 0.1 -0.3
C 2.668 -1.601 2.705 0.1 0.1 0.0
C 3.233 -1.661 4.127 0.1 0.0 0.0
C 2.314 -1.128 5.226 0.0 0.0 0.0
H 2.835 3.893 3.726 0.0 0.0 0.0
H 3.581 2.424 4.336 0.0 0.0 0.0
H 1.877 2.423 3.880 0.0 0.0 0.0
H 4.230 2.877 1.957 0.0 0.0 0.0
H 2.560 2.833 1.458 0.0 0.0 0.0
H 4.193 0.514 2.634 0.0 0.0 0.1
H 3.637 0.662 0.951 0.1 0.0 0.0
H 3.453 -1.767 1.963 -0.1 0.0 -0.1
H 1.880 -2.335 2.524 0.0 0.0 0.1
H 4.184 -1.124 4.151 0.0 0.0 0.1
H 3.487 -2.704 4.319 0.0 0.0 0.0
H 2.366 -0.041 5.307 0.0 0.0 0.0
H 1.269 -1.393 5.060 0.0 -0.1 0.0
H 2.603 -1.538 6.191 0.0 0.0 0.0
Cl 8.195 1.245 -3.099 -0.1 0.0 0.0
C 6.611 0.812 -2.766 0.1 0.0 0.0
C 5.566 1.430 -3.492 0.0 0.0 0.0
C 4.285 1.065 -3.232 0.0 0.0 0.0
C 3.989 0.066 -2.235 -0.1 -0.1 -0.1
C 2.718 -0.354 -2.033 0.2 0.0 0.0
C 5.085 -0.531 -1.514 0.0 0.0 0.0
C 6.366 -0.168 -1.772 0.0 0.0 0.0
H 5.812 2.168 -4.243 0.0 0.0 0.0
H 3.468 1.511 -3.785 0.0 0.0 0.0
H 2.473 -1.126 -1.312 0.0 0.1 0.1
H 1.898 0.042 -2.619 0.0 0.1 0.0
H 4.867 -1.293 -0.775 0.0 0.0 0.0
H 7.205 -0.612 -1.255 0.0 0.0 0.0
```
Forces are in eV/Å.

**Kohn-Sham gap (spin up / spin down)**: 5.4 / 6.2 eV
**Net charge**: +3
**2S+1**: 2
**E_HOMO (spin up / spin down)**: -15.5730 / -16.3822 eV
**Energy**: -6869.215916 hartree
**LUMO energy (spin up / spin down)**: -10.21 / -10.21 eV

Calculated atomic charges, method Mulliken, unit e: 3.17, -0.77, -0.18, -0.69, -0.67, -0.14, -0.70, -0.58, -0.34, -0.66, 0.36, -0.21, 0.49, 0.58, 0.35, 0.10, 0.49, 0.08, 0.51, 0.56, 0.33, 0.31, 0.41, -0.06, -1.23, 0.55, -1.35, 0.09, -0.74, -0.71, -0.83, -0.86, 0.26, 0.69, -1.51, -1.36, 0.61, 0.43, 0.15, 0.48, 0.26, 0.53, 0.46, 0.47, 0.45, 0.43, 0.59, 0.39, 0.46, 0.52, 0.51, 0.27, -1.18, -0.41, -0.30, 0.38, -1.37, -0.48, -0.58, -0.93, 0.41, 0.38, 0.21, 0.50, 0.20, 0.60, -0.28, 0.36, 0.24, 0.32, 0.44, 0.24, 0.15, 0.42, -0.04, 0.61, -0.88, -0.38, 1.11, -0.58, -0.17, -0.97, 0.47, 0.44, 0.11, 0.25, 0.49, 0.46


- Which of these has the highest net charge?
  C29H50As2ClIrO4S